No. 1
The following is a DFT calculation (ωB97M-V/def2-TZVPD) of a single C19H16BFN2O4 molecule.

```
43
Properties=species:S:1:pos:R:3:forces:R:3:lowdin_charge:R:1
O -2.335920 -3.005221 1.830366 -0.33 -1.22 -0.67 0.082
C -1.789780 -1.937040 1.749741 -1.10 1.09 1.71 -0.443
N -2.079506 -0.913680 2.657096 0.76 0.64 -0.98 0.131
C -3.022906 -0.989471 3.691795 0.16 -0.53 0.85 -0.201
C -3.281293 -2.289762 4.169944 -0.27 1.52 0.85 -0.024
C -4.124996 -2.512872 5.222343 -2.26 0.38 0.41 0.007
C -4.932168 -1.421936 5.627417 -0.72 -0.68 1.50 -0.199
F -6.049728 -1.546064 6.528178 2.25 -0.20 -1.62 -0.026
C -4.658202 -0.147089 5.199957 -1.14 1.33 0.71 -0.050
C -3.640001 0.126047 4.309697 0.19 -1.81 -1.70 -0.015
C -0.851332 -1.641501 0.698782 1.81 -0.19 -1.62 -0.132
C -1.020414 -2.295736 -0.545775 1.40 2.37 -0.28 0.044
C -0.100252 -1.979246 -1.577364 -2.00 -1.36 0.90 0.038
C 0.984501 -1.170525 -1.272338 0.26 0.19 -0.55 -0.331
O 1.764619 -0.782995 -2.327693 0.06 -1.11 1.47 -0.014
C 2.820460 0.122921 -1.931787 0.01 -0.34 -0.57 -0.105
C 2.405687 1.417773 -2.566428 -0.57 1.24 -0.01 -0.133
C 1.076321 1.879126 -2.398851 0.03 -0.02 -0.12 0.002
C 0.561263 3.045779 -3.015904 3.49 -1.30 0.20 -0.045
C 1.491626 3.684348 -3.859542 -0.73 1.68 0.52 -0.087
C 2.829221 3.314550 -3.969756 -1.49 -1.07 -0.57 -0.032
C 3.277641 2.144736 -3.361587 -0.19 0.16 0.60 -0.065
B 4.682104 1.565568 -3.630001 -0.35 0.81 0.22 -0.639
O 4.933706 1.484031 -4.972100 2.33 -1.71 0.35 0.179
O 5.439875 1.242005 -2.521418 0.51 -0.09 -0.51 0.168
N 1.243632 -0.715863 -0.037620 -0.06 -0.02 -1.01 0.124
C 0.338462 -0.906974 0.887053 -1.49 -0.83 1.15 -0.073
H -1.630623 -0.028301 2.458794 -0.33 -0.09 0.13 0.139
H -2.862735 -3.128823 3.716359 0.82 -0.84 -0.40 0.083
H -4.289877 -3.554835 5.523237 -0.13 0.66 0.20 0.126
H -5.311137 0.702951 5.518346 0.64 -0.99 -0.07 0.136
H -3.558448 1.102348 3.871898 0.33 0.39 0.11 0.106
H -1.947059 -2.789118 -0.747419 -0.14 -0.64 -0.06 0.116
H -0.347148 -2.403058 -2.557846 0.69 0.50 0.24 0.126
H 3.824222 -0.260209 -2.221027 -1.05 0.15 -0.26 0.131
H 2.805479 0.092166 -0.854944 0.33 0.73 0.21 0.104
H 0.489370 1.213461 -1.787718 -0.59 0.37 0.23 0.096
H -0.311597 3.570302 -2.730979 -1.12 -0.18 -0.02 0.086
H 1.137245 4.637365 -4.307180 0.47 -0.75 0.02 0.108
H 3.419575 3.760077 -4.735365 0.57 0.63 -0.16 0.104
H 5.729388 0.893481 -5.075998 -0.91 1.00 -0.43 0.134
H 6.365777 0.964020 -2.565590 -0.36 0.07 -0.34 0.116
H 0.524945 -0.542737 1.911231 0.25 0.05 -0.61 0.129
```
Forces are in eV/Å.

The energy relative to the best compared isomer or geometry (same formula, charge and spin) is 119.9 kJ/mol. The lowest unoccupied orbital energy comes out at 0.06 eV. The value obtained for the HOMO energy is -0.310 Ha. Its SMILES is O=C(Nc1ccc(F)cc1)c1ccc(OCc2ccccc2B(O)O)nc1. As for the spin multiplicity: 1. The value obtained for the frontier orbital gap is 8.50 eV. Its total energy is -34528.2420 eV.



No. 2
The following is a DFT calculation (ωB97M-V/def2-TZVPD) of a molecular structure, C3H6N2O2S.

```
14
Properties=species:S:1:pos:R:3:forces:R:3:lowdin_charge:R:1
C -1.009983 1.830064 0.039181 -0.67 -2.56 0.75 -0.094
C -0.253343 0.800921 -0.866791 -3.38 1.88 -1.00 -0.205
C 0.156438 -0.997496 0.571003 1.50 -0.94 2.45 -0.141
N -2.052727 1.314657 0.592845 0.64 1.59 -0.33 -0.031
N -0.660869 -0.498888 -0.470170 -1.36 0.07 -0.75 -0.287
O -3.128342 -0.106907 -1.152686 0.52 0.08 0.19 -0.257
O -2.650676 -1.119843 1.035039 0.04 -0.32 0.55 -0.263
S -2.293638 -0.220561 0.003162 0.28 -0.50 -0.77 0.600
H -0.736020 2.843588 0.252123 0.15 0.46 -0.13 0.112
H -0.761874 0.985704 -1.824526 0.37 0.13 -0.25 0.131
H 0.741136 0.992310 -1.015640 2.59 0.04 0.04 0.095
H -0.392077 -1.896433 1.051345 1.57 1.18 -0.94 0.112
H 1.255764 -1.149032 0.173764 -2.34 -0.26 0.78 0.130
H 0.242366 -0.216185 1.395502 0.07 -0.85 -0.59 0.099
```
Forces are in eV/Å.

The energy relative to the best compared isomer or geometry (same formula, charge and spin) is 300.4 kJ/mol. The lowest unoccupied orbital energy comes out at 0.18 eV. The value obtained for the HOMO energy is -0.384 Ha. As for the spin multiplicity: 1. The value obtained for the frontier orbital gap is 10.62 eV. Its total energy is -21116.7361 eV.



No. 3
The following is a DFT calculation (ωB97M-V/def2-TZVPD) of a molecular structure, C8H24BrO4.

```
37
Properties=species:S:1:pos:R:3:forces:R:3:lowdin_charge:R:1
Br 0.155876 0.283844 1.762559 0.92 -0.74 9.96 1.084
C 3.155048 -0.601696 0.374125 1.63 -0.93 0.18 -0.079
C 2.804763 0.742055 -0.185493 -1.39 -0.40 0.35 -0.465
C 1.747823 0.562858 -1.301753 5.10 0.84 0.10 -0.116
O 2.226660 1.415782 0.896227 3.08 3.01 -0.72 -0.201
H 3.830471 -1.093819 -0.325685 0.02 -0.55 -0.02 0.072
H 2.346946 -1.269581 0.672430 -0.24 0.23 -0.69 0.060
H 3.692756 -0.457027 1.311168 0.37 0.16 0.00 0.077
H 3.699490 1.307197 -0.446630 0.13 -0.09 -0.40 0.129
H 0.831966 0.092925 -0.943318 5.01 0.26 0.36 -0.058
H 2.205612 -0.060816 -2.069573 -0.08 -0.19 -0.30 0.098
H 1.459998 1.538040 -1.694550 1.29 -0.71 -0.66 0.072
H 1.420907 0.940608 1.112055 1.52 0.88 -0.61 -0.270
C -0.528335 -0.345492 -1.279676 -4.95 -2.92 -0.46 -0.105
C -1.029226 -1.446228 -0.300233 -0.18 -0.05 -0.51 -0.491
C -1.656217 -2.658926 -0.942595 0.43 0.05 -0.72 -0.050
O 0.060327 -1.831304 0.459168 0.84 -4.42 -1.69 -0.172
H -0.119002 0.492529 -0.715532 -3.50 -1.76 0.21 -0.013
H -1.366397 -0.016850 -1.894285 -0.35 0.37 0.08 0.125
H 0.239991 -0.695472 -1.969091 -0.91 -0.86 -0.12 0.100
H -1.769027 -1.070660 0.406707 -0.02 0.15 -0.81 0.093
H -1.709143 -3.490539 -0.239945 -0.17 0.11 0.10 0.074
H -1.031732 -2.976390 -1.777649 0.06 -0.24 -0.17 0.070
H -2.637363 -2.406642 -1.344860 -0.13 -0.10 0.07 0.074
H 0.297068 -1.052076 0.967469 0.57 -1.92 -0.69 -0.259
C -0.094144 2.324129 -0.699586 -1.43 1.74 0.21 -0.197
O -1.050830 1.962247 0.258617 0.19 4.58 -3.06 -0.224
H 0.038086 1.475800 -1.371110 -0.68 2.79 -0.35 0.011
H -0.548158 3.149698 -1.247672 0.11 0.26 -0.29 0.098
H 0.866627 2.646729 -0.298399 -0.09 0.00 0.10 0.090
H -0.674579 1.423307 0.958315 0.45 2.69 -1.02 -0.194
C -3.118469 0.122992 2.164016 1.10 -0.12 -0.78 -0.135
O -2.340114 0.613850 1.043025 -6.99 -0.95 1.98 -0.284
H -2.817586 -0.903973 2.371186 0.00 -0.30 0.35 0.066
H -2.986076 0.715008 3.069604 0.29 0.16 0.13 0.066
H -4.194980 0.099418 1.994752 0.04 0.21 -0.66 0.065
H -1.409035 0.468474 1.226215 -2.04 -1.24 0.52 -0.210
```
Forces are in eV/Å.

The energy relative to the best compared isomer or geometry (same formula, charge and spin) is 1229.9 kJ/mol. The lowest unoccupied orbital energy comes out at 3.52 eV. The value obtained for the HOMO energy is -0.183 Ha. As for the charge: -1. As for the spin multiplicity: 1. The value obtained for the frontier orbital gap is 8.49 eV. Its total energy is -86907.8339 eV.



No. 4
The following is a DFT calculation (ωB97M-V/def2-TZVPD) of a single C16H30N4O3 molecule.

```
53
Properties=species:S:1:pos:R:3:forces:R:3:lowdin_charge:R:1
C -2.203988 -3.237524 -0.405080 0.00 0.00 -0.01 -0.069
C -2.384366 -2.013382 -1.288548 0.01 0.01 0.02 -0.201
N -3.201206 -0.976234 -0.655014 0.03 -0.09 0.08 -0.037
C -4.650735 -1.123359 -0.698870 -0.01 0.03 0.01 -0.147
C -5.293465 -0.304213 -1.809132 -0.02 -0.01 0.01 -0.256
N -4.878887 -0.791218 -3.124010 0.00 0.01 -0.01 0.002
C -2.716627 0.117681 -0.047860 -0.04 0.03 -0.21 -0.374
O -3.415730 1.017753 0.404290 0.03 0.00 -0.01 0.063
C -1.195853 0.255320 0.081862 0.01 0.05 0.30 -0.385
O -0.477728 -0.634950 0.521772 -0.01 -0.06 -0.17 0.056
N -0.751575 1.477785 -0.245446 -0.02 0.04 -0.06 0.138
C 0.645999 1.813726 -0.033633 0.07 -0.04 0.01 -0.312
C 1.070770 3.061928 -0.788817 -0.02 0.01 0.01 -0.145
C 2.574416 3.272781 -0.599181 0.00 -0.02 0.02 -0.175
C 2.967757 3.345887 0.876571 0.03 -0.01 -0.03 -0.155
C 2.471015 2.129288 1.664032 -0.03 -0.01 -0.03 -0.215
C 3.315721 0.893007 1.330189 0.03 0.00 0.02 -0.453
O 4.528443 0.990971 1.206989 -0.01 0.00 -0.01 0.054
N 2.678393 -0.295692 1.225444 -0.02 0.01 -0.01 0.106
C 3.406147 -1.526211 0.929868 0.00 0.00 0.02 -0.414
C 2.444988 -2.523786 0.301853 0.00 0.01 0.00 -0.061
C 4.065004 -2.080992 2.186943 0.01 0.00 -0.01 -0.054
C 0.967796 1.961867 1.454861 -0.01 0.02 -0.01 -0.103
H -1.631681 -4.000385 -0.935006 0.00 0.00 0.00 0.077
H -1.666360 -2.967098 0.502134 0.00 0.00 0.00 0.067
H -3.166286 -3.672839 -0.129329 0.00 0.00 0.00 0.068
H -1.415889 -1.590766 -1.545120 0.01 0.00 0.00 0.114
H -2.877122 -2.265515 -2.227069 -0.01 0.01 0.00 0.106
H -4.871004 -2.184034 -0.835695 0.00 -0.01 0.00 0.120
H -5.061203 -0.812043 0.261406 -0.01 0.00 0.00 0.125
H -6.380469 -0.319061 -1.658763 0.00 0.00 0.01 0.110
H -4.967299 0.729682 -1.699179 0.00 0.00 -0.01 0.110
H -5.366322 -1.647567 -3.360132 0.00 0.00 0.00 0.069
H -5.102899 -0.118651 -3.845402 0.01 0.00 0.00 0.065
H -1.441316 2.197711 -0.399863 -0.01 -0.01 0.02 0.152
H 1.215303 0.971322 -0.434606 0.01 0.01 0.01 0.146
H 0.826552 2.962483 -1.848925 0.00 0.00 0.00 0.118
H 0.519068 3.927192 -0.401850 0.00 0.01 -0.01 0.122
H 3.111295 2.442968 -1.070223 0.00 0.00 0.00 0.121
H 2.892399 4.180970 -1.113419 0.00 0.01 0.00 0.111
H 4.050240 3.415660 0.971953 0.00 0.01 0.00 0.113
H 2.532797 4.244919 1.323685 0.00 0.01 0.01 0.119
H 2.663189 2.305777 2.726575 0.00 0.00 0.01 0.153
H 1.669286 -0.344089 1.231375 -0.01 0.00 0.00 0.095
H 4.189926 -1.266076 0.215190 0.00 0.00 0.00 0.139
H 2.967998 -3.448741 0.058883 0.00 0.00 0.00 0.079
H 1.631776 -2.763337 0.991262 0.00 0.00 0.00 0.080
H 2.001456 -2.123807 -0.611005 0.00 0.00 0.00 0.076
H 4.652338 -2.969856 1.950119 0.00 0.00 0.00 0.078
H 4.728066 -1.335915 2.624541 0.00 0.00 0.00 0.074
H 3.306078 -2.355642 2.922987 0.00 0.00 0.00 0.081
H 0.457699 2.856148 1.827036 0.00 0.00 0.01 0.132
H 0.566095 1.120181 2.019341 0.00 -0.01 0.00 0.115
```
Forces are in eV/Å.

The energy relative to the best compared isomer or geometry (same formula, charge and spin) is 4.2 kJ/mol. The lowest unoccupied orbital energy comes out at 0.76 eV. The value obtained for the HOMO energy is -0.341 Ha. Its SMILES is CCN(CCN)C(=O)C(=O)N[C@H]1CCC[C@H](C(=O)NC(C)C)C1. As for the spin multiplicity: 1. The value obtained for the frontier orbital gap is 10.04 eV. Its total energy is -29184.2328 eV.